{"formula": "C47H102F9N6O13", "method": "the ωB97M-V functional and the def2-TZVPD basis", "elements": ["H", "C", "C", "H", "H", "F", "F", "C", "H", "C", "O", "C", "N", "C", "H", "C", "H", "H", "C", "C", "H", "C", "H", "H", "C", "C", "H", "C", "C", "C", "O", "H", "O", "O", "H", "C", "H", "C", "H", "H", "H", "C", "H", "H", "H", "C", "F", "H", "H", "H", "H", "H", "H", "H", "N", "C", "C", "C", "H", "F", "H", "H", "C", "H", "H", "H", "H", "H", "C", "H", "H", "O", "H", "O", "H", "N", "H", "C", "H", "H", "C", "H", "H", "H", "C", "F", "C", "H", "H", "H", "C", "H", "O", "F", "C", "H", "H", "O", "H", "H", "N", "H", "H", "H", "H", "F", "H", "H", "H", "C", "H", "C", "H", "H", "H", "H", "C", "C", "H", "H", "H", "H", "H", "H", "O", "H", "H", "C", "H", "H", "H", "H", "H", "F", "H", "H", "H", "H", "H", "O", "O", "C", "H", "H", "C", "H", "H", "H", "H", "C", "H", "F", "H", "C", "H", "C", "H", "H", "N", "O", "C", "H", "C", "H", "H", "C", "H", "H", "C", "H", "C", "C", "O", "N", "H", "H", "C"], "coordinates": [[-37.138980, 39.757630, 25.284290], [-27.394210, 38.459530, 33.996320], [-38.041630, 31.275400, 23.622700], [-15.785060, 28.736910, 18.536970], [-31.438170, 29.236790, 30.014430], [-16.280610, 39.410510, 24.527030], [-25.896920, 43.172800, 24.749470], [-25.514070, 39.505930, 11.090100], [-23.417440, 28.382000, 13.220580], [-27.014350, 37.523480, 10.997110], [-16.828860, 30.109090, 19.822200], [-29.098640, 34.847460, 36.785580], [-39.818340, 31.637270, 25.346430], [-16.738280, 42.606110, 27.372310], [-27.432530, 36.709960, 36.051240], [-16.707610, 41.705450, 25.060930], [-25.831330, 45.914920, 23.738560], [-30.488960, 28.989910, 25.847150], [-38.784290, 29.366930, 25.350890], [-25.046110, 44.176170, 24.883200], [-28.986000, 37.286740, 35.844260], [-34.831370, 40.687390, 27.793100], [-29.081750, 35.394530, 25.089870], [-22.418180, 30.605160, 13.503960], [-27.737680, 36.947590, 34.058910], [-21.750490, 27.308700, 12.582560], [-19.825290, 27.286360, 13.640380], [-24.358160, 38.992150, 10.140920], [-25.093810, 45.131380, 23.564680], [-31.342690, 26.951250, 25.807320], [-24.105290, 38.490420, 18.907510], [-18.310200, 32.618130, 21.516010], [-34.658730, 42.069240, 27.359250], [-37.649260, 32.644650, 23.439490], [-17.710080, 42.099520, 24.894070], [-18.127090, 25.914810, 11.777540], [-37.711080, 34.178670, 21.951800], [-17.229600, 31.495740, 20.018210], [-28.159280, 34.623200, 37.290960], [-16.228000, 42.864920, 29.425060], [-29.522080, 37.350320, 33.413220], [-37.707270, 33.091120, 22.024890], [-27.671310, 37.928560, 10.227420], [-21.418500, 46.807660, 23.936210], [-14.922960, 42.192300, 28.602160], [-27.051990, 34.485920, 22.675460], [-23.588530, 37.991900, 10.588160], [-40.193910, 31.475180, 26.269890], [-21.318480, 37.613430, 19.323100], [-37.836100, 31.179300, 25.822370], [-32.735680, 42.298750, 26.564040], [-17.903820, 26.675940, 11.029930], [-28.616630, 31.802900, 21.095780], [-36.752080, 32.786660, 21.597080], [-28.809390, 36.683240, 33.154050], [-28.314730, 36.530870, 35.436630], [-36.670260, 40.349570, 26.070420], [-28.357160, 33.940630, 20.668920], [-32.857580, 42.327570, 28.331440], [-23.843030, 43.598270, 24.975810], [-35.967240, 38.345150, 27.643490], [-22.102810, 26.359190, 12.985520], [-28.944900, 32.524500, 20.347700], [-17.410810, 43.454750, 27.247440], [-39.361640, 28.775720, 24.640090], [-31.155660, 27.533990, 30.168590], [-17.858750, 31.933280, 19.243080], [-22.082830, 30.065930, 11.825420], [-21.854440, 29.911640, 12.880000], [-36.589690, 41.392410, 25.763670], [-22.327680, 48.075880, 22.943310], [-22.391760, 39.285270, 18.280200], [-32.988530, 26.895570, 24.349500], [-26.319770, 38.501100, 11.706280], [-37.194890, 30.598820, 23.507020], [-27.272720, 35.002660, 23.953370], [-17.845330, 24.917430, 11.439980], [-18.185440, 31.572290, 21.235390], [-21.830900, 48.291430, 24.509620], [-32.325790, 28.164560, 27.995380], [-29.263720, 34.542630, 22.972090], [-16.391090, 30.242230, 17.796570], [-37.312200, 40.274170, 26.948100], [-18.388610, 30.599940, 23.300430], [-23.566950, 46.871610, 24.371600], [-16.125830, 39.695330, 26.573210], [-38.583190, 30.925670, 25.070270], [-30.284270, 34.395230, 22.650920], [-22.212450, 28.313380, 14.405180], [-33.433940, 43.701490, 27.458970], [-28.673000, 35.034210, 24.157410], [-27.062050, 38.893330, 33.053140], [-28.851980, 35.180820, 35.450800], [-23.444120, 39.832580, 9.733740], [-32.015100, 26.429590, 24.502440], [-30.029000, 32.455590, 20.437600], [-24.328140, 47.647850, 24.450010], [-25.228330, 44.500830, 22.312370], [-31.705400, 29.866050, 27.811190], [-38.697060, 30.911060, 22.831640], [-28.259910, 34.389910, 22.030710], [-30.370200, 26.467950, 25.901030], [-29.450930, 29.081650, 28.239690], [-27.413220, 34.108790, 20.150460], [-14.991790, 30.347760, 18.855140], [-25.324720, 44.921030, 26.021630], [-25.705540, 36.243760, 24.611180], [-15.244420, 43.907570, 28.401530], [-29.869540, 27.421220, 28.093000], [-20.195560, 27.198990, 12.618930], [-16.992400, 31.656790, 22.999730], [-15.716280, 42.927030, 28.464650], [-26.711380, 35.621750, 25.927880], [-28.555650, 32.128110, 19.409900], [-37.811340, 28.884110, 25.259490], [-39.186580, 28.983840, 26.288700], [-33.353170, 42.615860, 27.404420], [-26.283530, 35.385410, 24.953620], [-32.160200, 25.358140, 24.640450], [-38.573900, 32.677410, 21.509250], [-16.370110, 32.128300, 20.240150], [-34.495970, 40.266120, 25.832880], [-17.663640, 26.031980, 12.757130], [-25.627540, 34.515950, 24.996220], [-22.222230, 37.297410, 19.393520], [-29.529120, 33.846070, 36.786730], [-23.423050, 46.583330, 25.412900], [-22.248230, 47.511650, 23.872530], [-29.134250, 35.834310, 33.594380], [-26.545780, 38.678050, 34.644790], [-28.962900, 34.632820, 20.084070], [-26.228240, 40.015610, 10.443340], [-17.294920, 41.690460, 27.571890], [-18.011680, 39.702940, 25.774840], [-26.059240, 34.391500, 22.260800], [-28.327860, 35.932920, 11.469660], [-27.216070, 36.272760, 12.775460], [-31.475830, 26.651840, 23.581630], [-28.216650, 38.998220, 34.466970], [-25.208480, 40.392680, 12.186820], [-16.026530, 42.431460, 26.134330], [-22.339420, 28.492890, 13.337580], [-28.603340, 37.314830, 12.514180], [-19.750200, 31.337110, 20.033540], [-27.829110, 36.740720, 12.005200], [-19.691710, 28.096370, 12.259870], [-39.828670, 32.638420, 25.213410], [-16.972250, 30.082120, 22.348670], [-20.067990, 25.084130, 12.536190], [-30.690380, 28.463220, 29.839730], [-19.253460, 29.957960, 20.674690], [-24.984770, 38.385330, 9.095890], [-26.278570, 36.820270, 10.606940], [-16.779500, 40.157370, 25.497310], [-32.166200, 28.991030, 25.558750], [-30.278880, 28.387990, 28.386080], [-29.778170, 35.571530, 37.235100], [-20.786720, 30.096170, 12.998310], [-35.304000, 38.528790, 26.904230], [-23.811970, 45.740810, 23.442970], [-35.269180, 39.950950, 26.533540], [-31.859090, 26.512610, 26.661150], [-17.651220, 30.908390, 22.559340], [-35.525940, 40.792420, 28.626560], [-29.834990, 28.838240, 30.401670], [-22.897320, 38.349680, 18.931880], [-26.863470, 36.341530, 33.821090], [-34.007870, 40.166210, 28.281270], [-31.538940, 28.809060, 27.603450], [-20.298970, 25.844200, 10.999600], [-19.724710, 25.917460, 11.923150], [-15.922830, 29.808640, 18.680220], [-15.967070, 42.011450, 23.903130], [-19.412280, 30.930910, 20.894310], [-35.771170, 38.053350, 26.145410], [-22.168870, 27.337510, 11.576470], [-31.402020, 28.468180, 26.133870]], "atomic_forces_ev_per_a": [[0.5, -0.1, -0.2], [0.7, -0.6, 1.5], [0.4, -0.9, 0.8], [-0.2, 0.1, 0.5], [-0.2, 0.1, -0.3], [-0.1, -0.6, -1.2], [-1.0, -0.3, 0.9], [0.1, 4.1, 4.2], [-0.2, 0.5, -0.2], [0.7, -0.2, 0.9], [0.3, 0.0, -0.9], [0.0, -1.6, -0.2], [-1.0, 0.0, -0.2], [1.4, -0.1, -1.4], [0.2, -1.0, 1.0], [3.1, 1.9, -3.0], [-0.5, 0.4, 0.5], [0.3, -0.2, -0.5], [0.7, -0.1, -1.4], [0.6, 1.4, -3.1], [-0.8, -0.2, -0.4], [-0.4, 1.8, -0.4], [-0.1, -0.2, -0.2], [0.2, 0.4, -0.3], [-0.5, 1.1, 0.4], [1.1, 0.1, 0.2], [-0.3, -0.7, 0.5], [-0.9, -1.7, 1.8], [0.5, -2.3, -4.2], [-0.7, 0.1, 0.2], [-4.5, -3.5, 2.9], [-0.4, 0.1, -0.5], [0.3, -0.5, 0.5], [-1.1, 0.0, -0.8], [-0.7, -0.3, 0.7], [-2.5, -0.9, -0.3], [-0.3, -0.1, 0.6], [0.4, -0.6, 1.4], [0.2, 0.9, 0.5], [-0.3, 0.4, 0.3], [-0.4, 0.3, -0.3], [0.8, -0.7, 1.5], [0.0, 0.1, -0.4], [-0.3, -0.4, -0.9], [0.0, -0.2, -0.7], [-1.2, 2.1, 1.7], [0.2, -1.2, 1.5], [0.2, -0.3, 0.0], [0.4, -0.1, -0.1], [0.6, 0.4, -0.2], [0.0, 0.1, -0.1], [0.6, 0.0, 0.3], [0.4, 0.0, 0.2], [-0.2, -0.3, -0.5], [-0.4, -0.7, -1.0], [2.2, 0.6, 0.0], [0.5, 1.1, 0.4], [-0.9, -0.4, -2.5], [0.2, -0.2, 0.1], [0.2, 0.2, 1.0], [0.0, 0.5, 0.6], [-0.3, 0.0, 0.3], [0.7, 0.0, 1.6], [-0.4, 0.0, 0.2], [-0.4, 0.7, -0.6], [0.4, 0.0, 0.4], [0.5, -0.2, -0.8], [-0.2, 0.1, 0.0], [-0.7, -1.2, 0.6], [-0.5, 0.1, -0.1], [-0.1, -0.8, -0.5], [5.0, 0.0, 0.1], [-0.2, -0.1, 0.2], [0.3, -0.9, 0.3], [0.7, 0.2, 0.0], [-2.6, -1.0, -2.0], [0.3, 0.1, -0.3], [1.1, -1.5, 1.3], [-0.6, 0.3, 0.8], [-0.5, 0.4, 0.3], [1.0, 1.6, 1.0], [0.1, -0.2, -0.3], [-0.2, 0.2, 0.0], [-0.2, 0.2, -0.4], [1.5, -0.6, -1.3], [1.4, 0.8, 1.5], [-0.6, -0.4, 0.2], [0.0, 0.2, 0.4], [0.4, 0.4, 0.2], [-0.1, 0.0, -0.4], [0.7, -1.1, -2.4], [-0.7, -0.5, -0.3], [1.0, 2.1, -0.3], [-0.2, 1.9, -1.1], [0.0, 0.7, 0.8], [0.0, 0.4, -0.5], [-0.6, -0.1, -0.7], [-0.8, 0.8, 4.1], [-0.3, -0.1, -0.2], [-0.7, 0.4, 0.1], [1.9, -1.2, 2.3], [0.4, 0.6, -0.2], [-0.1, 0.2, -0.3], [0.4, -0.4, 0.6], [0.3, -0.3, -0.1], [0.2, -1.1, -0.1], [-0.1, 0.0, -0.1], [-0.2, 0.0, -0.3], [-0.3, -0.2, 0.1], [-0.6, 0.4, -0.1], [0.0, 0.0, 0.4], [-0.4, -0.5, 0.7], [-0.3, -0.3, -0.3], [-0.3, 0.4, -0.1], [0.3, 0.1, 0.2], [0.0, 1.1, 0.5], [0.0, -0.2, 0.6], [0.9, -0.4, -0.6], [0.0, 0.0, -0.4], [0.1, -0.1, 0.0], [0.3, 0.0, -0.4], [0.0, -0.9, -0.4], [0.0, 0.5, -0.2], [0.3, 0.2, 0.6], [0.6, -1.1, 1.1], [-0.7, 0.1, -0.1], [0.1, -0.6, 0.1], [0.1, 0.4, 0.8], [-0.9, -0.6, -1.0], [0.2, -0.1, 0.3], [-0.3, 0.4, 0.5], [0.0, 0.3, -1.1], [-0.2, 0.1, 0.5], [-1.6, 0.2, -0.6], [-0.2, 0.0, -0.3], [-0.2, -0.2, -0.1], [0.2, 0.2, -0.1], [0.4, -0.2, 0.2], [-0.2, 0.3, -0.5], [0.3, -2.5, -4.0], [-0.5, -0.2, 1.1], [0.2, -0.1, -0.1], [0.1, 0.3, -0.1], [-0.4, 0.1, -0.1], [-0.5, -0.4, 0.0], [-0.2, 0.1, -1.0], [0.6, 0.0, -0.3], [-0.3, -0.3, -0.2], [0.2, -0.2, 0.0], [0.5, 0.3, 0.5], [0.2, -0.2, 0.1], [-0.2, 0.5, -1.5], [-0.1, -0.2, -0.8], [0.5, 0.3, -0.7], [-0.4, -0.3, -0.1], [-0.6, 0.8, 0.0], [0.3, 0.0, 0.5], [0.0, -0.2, 0.2], [0.6, -0.7, -1.0], [0.6, 2.8, 2.6], [-1.2, -0.7, 1.6], [-0.5, -0.4, -0.1], [1.2, 0.7, -0.9], [-0.8, -0.5, -0.3], [0.0, -0.8, 0.7], [-1.7, 4.2, -3.8], [0.0, -0.1, 0.0], [0.8, 0.4, -0.6], [1.0, -1.6, -0.3], [0.5, -0.1, -0.4], [1.2, 0.8, 0.9], [-1.5, 1.9, 1.2], [-2.0, -1.9, 3.0], [-1.5, 0.1, -0.2], [0.3, -0.4, -0.4], [0.5, 0.0, -0.4], [0.8, 0.7, -0.9]], "lowdin_charge": [0.072, -0.054, -0.198, 0.077, 0.067, 0.119, 0.122, -0.448, 0.095, -0.321, -0.226, -0.131, 0.012, -0.274, 0.118, -0.436, 0.108, 0.103, -0.067, -0.552, 0.121, -0.191, 0.125, 0.069, -0.440, -0.238, 0.111, -0.581, -0.489, -0.246, -0.049, 0.136, -0.213, -0.197, 0.125, -0.091, 0.080, -0.181, 0.090, 0.052, 0.071, -0.060, 0.110, 0.073, 0.064, 0.046, 0.109, 0.063, 0.090, 0.118, 0.089, 0.065, 0.066, 0.080, 0.029, -0.210, -0.067, -0.170, 0.080, 0.128, 0.064, 0.101, -0.057, 0.108, 0.063, 0.076, 0.117, 0.070, -0.087, 0.075, 0.064, -0.057, 0.061, -0.108, 0.109, -0.096, 0.051, -0.429, 0.044, 0.105, 0.002, 0.076, 0.076, 0.068, -0.249, 0.092, -0.386, 0.128, 0.098, 0.086, 0.020, 0.084, -0.185, 0.155, -0.106, 0.067, 0.094, -0.269, 0.116, 0.113, -0.067, 0.098, 0.105, 0.134, 0.077, 0.050, 0.114, 0.062, 0.102, -0.245, 0.066, -0.097, 0.101, 0.080, 0.060, 0.064, -0.105, 0.009, 0.063, 0.080, 0.120, 0.144, 0.064, 0.100, 0.050, 0.086, 0.091, -0.100, 0.050, 0.069, 0.131, 0.114, 0.100, 0.094, 0.163, 0.053, 0.074, 0.065, 0.072, -0.296, -0.145, -0.267, 0.068, 0.068, -0.098, 0.099, 0.066, 0.058, 0.094, -0.131, 0.070, 0.066, 0.104, -0.581, 0.102, -0.271, 0.093, 0.061, 0.019, -0.115, -0.425, 0.092, -0.058, 0.120, 0.070, -0.929, 0.138, 0.120, -0.243, 0.097, -0.252, -0.058, -0.283, 0.019, 0.057, 0.105, -0.230], "lumo_energy_ev": 2.23, "gap_ev": 1.9, "charge": -3, "largest_force_ev_per_a": 6.405, "de_lowest_kcal_mol": 93.9}